No. 1
DFT (ωB97M-V/def2-TZVPD) results for an isolated molecule of C5H9NO at a distorted geometry.

Each line ends with the natural charge from an NBO analysis.
Atoms and positions in Å:
C1 -0.211 2.124 -0.024  -0.621
C2 0.379 0.916 -0.740  -0.052
N1 1.641 0.361 -0.245  -0.607
C3 0.509 -0.538 -0.400  -0.077
C4 0.082 -1.423 0.733  -0.532
C5 -1.394 -1.689 0.679  0.447
O1 -2.106 -1.283 -0.210  -0.522
H1 0.069 2.213 1.030  0.218
H2 0.176 3.017 -0.534  0.214
H3 -1.304 2.172 -0.110  0.221
H4 0.225 1.019 -1.816  0.187
H5 2.286 -0.062 -0.888  0.358
H6 0.502 -1.096 -1.345  0.180
H7 0.397 -1.046 1.712  0.243
H8 0.582 -2.406 0.635  0.234
H9 -1.806 -2.312 1.497  0.106

The value obtained for the total energy is -8866.66112 eV. For the largest force on an atom, the calculation gives 0.0298 hartree/bohr. The energy above the lowest of the compared OMol25 structures with the same formula, charge and spin is 58.8 kcal per mole. The highest occupied orbital energy comes out at -9.7 eV. The gap between HOMO and LUMO comes out at 0.3923 hartree. The SMILES is C[C@H]1N[C@H]1CC=O.

---

No. 2
DFT (ωB97M-V/def2-TZVPD) results for a structure of composition C42H38N8NaS4Si.

Each line ends with the Mulliken charge.
Atoms and positions in Å:
Na1 0.275 1.738 0.163  0.875
C1 5.097 3.363 -3.116  -0.579
S1 4.933 3.807 -1.381  -0.148
C2 3.358 3.116 -0.880  0.407
S2 2.277 2.408 -1.968  -0.424
N1 3.315 3.218 0.436  -1.329
N2 2.081 3.033 0.988  0.569
C3 2.100 2.712 2.227  -0.616
C4 0.866 2.749 3.036  0.859
C5 0.961 2.577 4.417  -0.767
C6 -0.181 2.655 5.187  -0.352
C7 -1.395 2.904 4.564  -0.651
C8 -1.394 3.062 3.186  -0.259
N3 -0.306 2.990 2.430  -0.168
H1 6.108 2.997 -3.289  0.302
H2 4.899 4.219 -3.760  0.245
H3 4.375 2.578 -3.341  0.113
H4 3.038 2.486 2.733  0.273
H5 1.926 2.369 4.859  0.368
H6 -0.129 2.515 6.261  0.488
H7 -2.320 2.969 5.122  0.412
H8 -2.323 3.253 2.657  0.412
N4 -3.437 0.649 -2.386  0.038
C9 -3.940 -0.659 -2.239  0.248
C10 -4.826 -1.159 -3.176  -0.702
C11 -5.329 -2.450 -3.048  -0.598
C12 -4.936 -3.239 -1.982  -0.839
C13 -4.040 -2.735 -1.045  -0.696
C14 -3.548 -1.447 -1.160  0.684
S3 -2.380 -0.865 0.036  0.018
N5 -2.024 0.693 -0.495  -0.167
C15 -2.516 1.224 -1.539  0.486
C16 -2.053 2.622 -1.905  0.224
C17 -2.528 3.320 -3.005  -0.702
C18 -2.017 4.589 -3.254  -0.554
C19 -1.055 5.107 -2.410  -0.913
C20 -0.630 4.329 -1.339  -0.240
N6 -1.129 3.126 -1.094  0.267
H9 -3.697 1.139 -3.219  0.015
H10 -5.121 -0.540 -4.015  0.394
H11 -6.017 -2.832 -3.791  0.374
H12 -5.306 -4.251 -1.882  0.394
H13 -3.692 -3.358 -0.230  0.351
H14 -3.266 2.913 -3.682  0.339
H15 -2.365 5.152 -4.110  0.411
H16 -0.619 6.081 -2.579  0.407
H17 0.154 4.658 -0.667  0.481
C21 -0.757 -1.213 6.287  -0.849
N7 -1.803 -0.829 5.366  0.292
C22 -3.154 -0.717 5.656  -0.212
C23 -3.781 -0.382 4.511  -0.684
N8 -2.806 -0.282 3.541  0.400
C24 -1.572 -0.570 4.044  -0.513
S4 -0.119 -0.590 3.231  -0.141
H18 -1.217 -1.666 7.164  0.353
H19 -0.164 -0.347 6.584  0.230
H20 -0.094 -1.924 5.798  0.313
H21 -3.541 -0.878 6.645  0.424
H22 -4.821 -0.203 4.309  0.442
H23 -2.949 -0.165 2.549  0.017
C25 1.735 -0.632 -5.254  -0.592
C26 2.832 -1.092 -4.538  -0.657
C27 2.747 -1.284 -3.164  -0.448
C28 1.576 -1.015 -2.450  0.200
C29 0.493 -0.538 -3.199  0.059
C30 0.555 -0.358 -4.573  -0.567
Si1 1.356 -1.156 -0.541  -0.123
C31 3.128 -1.600 0.040  0.256
C32 4.062 -0.552 0.037  -0.181
C33 5.368 -0.728 0.471  -0.571
C34 5.784 -1.968 0.943  -0.506
C35 4.880 -3.021 0.962  -0.684
C36 3.577 -2.837 0.510  -0.272
C37 0.427 -2.845 -0.429  0.061
C38 0.254 -3.478 0.812  0.038
C39 -0.533 -4.611 0.971  -0.798
C40 -1.190 -5.171 -0.119  -0.633
C41 -1.035 -4.573 -1.364  -0.601
C42 -0.244 -3.441 -1.509  -0.036
H24 1.800 -0.482 -6.325  0.333
H25 3.763 -1.302 -5.054  0.358
H26 3.622 -1.640 -2.629  0.316
H27 -0.428 -0.285 -2.675  0.377
H28 -0.310 0.014 -5.113  0.369
H29 3.748 0.429 -0.308  0.083
H30 6.056 0.110 0.450  0.446
H31 6.801 -2.109 1.293  0.338
H32 5.193 -3.995 1.324  0.365
H33 2.899 -3.684 0.519  0.327
H34 0.729 -3.055 1.691  0.504
H35 -0.635 -5.059 1.954  0.380
H36 -1.800 -6.059 -0.001  0.342
H37 -1.531 -4.995 -2.232  0.438
H38 -0.145 -3.008 -2.499  0.259

The net charge is -1. The value obtained for the total energy is -111729.22632 eV. For the largest force on an atom, the calculation gives 0.0103 hartree/bohr. The energy above the lowest of the compared OMol25 structures with the same formula, charge and spin is 28.1 kcal per mole. The highest occupied orbital energy comes out at -2.8 eV. The gap between HOMO and LUMO comes out at 0.1646 hartree.

---

No. 3
DFT (ωB97M-V/def2-TZVPD) results for a cluster of 2 separate species, C5H10N2O in total.

Each line ends with the natural charge from an NBO analysis.
Atoms and positions in Å:
C1 1.907 -0.933 -2.049  0.152
C2 -1.384 0.096 2.588  -0.669
C3 -0.639 0.207 0.079  0.275
C4 -0.309 0.327 1.557  0.238
N1 1.888 0.211 -2.657  -0.642
C5 -1.906 -0.066 -0.335  -0.557
O1 0.369 0.375 -0.733  -0.882
N2 0.869 0.616 1.943  -0.634
H1 1.015 0.735 -2.497  0.475
H2 2.740 0.727 -2.826  0.409
H3 1.445 0.742 1.104  0.343
H4 2.854 -1.416 -1.839  0.197
H5 0.973 -1.422 -1.834  0.250
H6 -2.197 0.817 2.473  0.220
H7 -1.819 -0.902 2.487  0.218
H8 -0.955 0.200 3.583  0.228
H9 -2.122 -0.136 -1.394  0.186
H10 -2.731 -0.178 0.352  0.193

The value obtained for the total energy is -10371.86090 eV. For the largest force on an atom, the calculation gives 0.0166 hartree/bohr. The energy above the lowest of the compared OMol25 structures with the same formula, charge and spin is 79.4 kcal per mole. The highest occupied orbital energy (alpha / beta) comes out at -7.2 / -7.2 eV. The gap between HOMO and LUMO (alpha / beta) comes out at 0.2319 / 0.2318 hartree.

---

No. 4
DFT (ωB97M-V/def2-TZVPD) results for a structure of composition H19HgO10 at a distorted geometry.

Each line ends with the natural charge from an NBO analysis.
Atoms and positions in Å:
Hg1 -0.257 0.329 0.055  1.708
O1 -0.301 -1.959 0.285  -1.267
H1 -0.908 -2.704 0.480  0.479
O2 2.024 -1.567 1.465  -1.004
H2 1.079 -1.721 1.264  0.502
H3 2.436 -2.337 1.034  0.474
O3 1.665 1.278 1.194  -0.966
H4 1.840 2.156 1.368  0.474
H5 2.571 0.965 1.145  0.521
O4 0.188 -2.589 -2.138  -1.029
H6 -0.464 -3.167 -2.495  0.460
H7 -0.125 -2.392 -1.188  0.501
O5 1.902 -0.357 -1.350  -0.930
H8 2.524 0.346 -1.428  0.468
H9 1.724 -0.577 -2.249  0.491
O6 -1.226 -0.196 -2.392  -0.969
H10 -2.016 -0.640 -2.342  0.481
H11 -0.609 -0.727 -2.929  0.509
O7 -2.562 -0.149 0.909  -0.970
H12 -3.037 0.553 1.425  0.489
H13 -2.919 -0.994 1.174  0.503
O8 -1.071 2.397 0.995  -0.976
H14 -0.309 2.937 0.850  0.484
H15 -1.634 2.951 1.594  0.513
O9 -0.339 0.113 2.553  -0.953
H16 0.266 0.791 2.847  0.484
H17 -0.872 -0.017 3.330  0.489
O10 0.124 2.156 -1.526  -0.971
H18 -0.404 2.941 -1.648  0.500
H19 0.713 2.178 -2.283  0.502

The net charge is +1. The value obtained for the total energy is -24950.75487 eV. For the largest force on an atom, the calculation gives 0.0751 hartree/bohr. The energy above the lowest of the compared OMol25 structures with the same formula, charge and spin is 0.0 kcal per mole. The highest occupied orbital energy comes out at -12.6 eV. The gap between HOMO and LUMO comes out at 0.3183 hartree.

---

No. 5
DFT (ωB97M-V/def2-TZVPD) results for a cluster of 2 separate species, CHN3O in total at a distorted geometry.

Each line ends with the natural charge from an NBO analysis.
Atoms and positions in Å:
C1 1.924 -0.101 -0.114  0.542
N1 3.042 0.100 0.090  -0.408
N2 -2.984 0.018 0.671  0.019
N3 -2.654 0.336 -0.342  -0.016
O1 0.698 -0.460 -0.303  -0.664
H1 -0.026 0.107 -0.002  0.526

The value obtained for the total energy is -7570.60903 eV. For the largest force on an atom, the calculation gives 0.0657 hartree/bohr. The energy above the lowest of the compared OMol25 structures with the same formula, charge and spin is 26.9 kcal per mole. The highest occupied orbital energy comes out at -11.3 eV. The gap between HOMO and LUMO comes out at 0.4286 hartree. The SMILES is N#CO.N#N.

---

What did the fourth record say?
DFT (ωB97M-V/def2-TZVPD) results for a structure of composition H19HgO10 at a distorted geometry.

Each line ends with the natural charge from an NBO analysis.
Atoms and positions in Å:
Hg1 -0.257 0.329 0.055  1.708
O1 -0.301 -1.959 0.285  -1.267
H1 -0.908 -2.704 0.480  0.479
O2 2.024 -1.567 1.465  -1.004
H2 1.079 -1.721 1.264  0.502
H3 2.436 -2.337 1.034  0.474
O3 1.665 1.278 1.194  -0.966
H4 1.840 2.156 1.368  0.474
H5 2.571 0.965 1.145  0.521
O4 0.188 -2.589 -2.138  -1.029
H6 -0.464 -3.167 -2.495  0.460
H7 -0.125 -2.392 -1.188  0.501
O5 1.902 -0.357 -1.350  -0.930
H8 2.524 0.346 -1.428  0.468
H9 1.724 -0.577 -2.249  0.491
O6 -1.226 -0.196 -2.392  -0.969
H10 -2.016 -0.640 -2.342  0.481
H11 -0.609 -0.727 -2.929  0.509
O7 -2.562 -0.149 0.909  -0.970
H12 -3.037 0.553 1.425  0.489
H13 -2.919 -0.994 1.174  0.503
O8 -1.071 2.397 0.995  -0.976
H14 -0.309 2.937 0.850  0.484
H15 -1.634 2.951 1.594  0.513
O9 -0.339 0.113 2.553  -0.953
H16 0.266 0.791 2.847  0.484
H17 -0.872 -0.017 3.330  0.489
O10 0.124 2.156 -1.526  -0.971
H18 -0.404 2.941 -1.648  0.500
H19 0.713 2.178 -2.283  0.502

The net charge is +1. The value obtained for the total energy is -24950.75487 eV. For the largest force on an atom, the calculation gives 0.0751 hartree/bohr. The energy above the lowest of the compared OMol25 structures with the same formula, charge and spin is 0.0 kcal per mole. The highest occupied orbital energy comes out at -12.6 eV. The gap between HOMO and LUMO comes out at 0.3183 hartree.

---

Which of these has the lowest largest force on an atom? C42H38N8NaS4Si

---

Look up the largest force on an atom of the first one. 0.0298 hartree/bohr